Record 1
The following is a DFT calculation (the ωB97M-V functional and the def2-TZVPD basis) of a cluster of 10 separate species, C8H32O9 in total at a distorted geometry.

Last column: Löwdin charge in e.
Cartesian coordinates (Å):
C (-3.35, 0.19, 1.54)  0.05
C (-2.03, 0.33, 1.54)  -0.31
C (-1.19, 0.80, 0.39)  -0.20
C (-1.86, 0.74, -1.00)  -0.09
C (-1.29, 0.24, 2.87)  -0.14
C (-0.11, -0.70, 2.57)  -0.12
C (-0.20, -2.00, 2.36)  -0.16
C (0.92, -2.89, 1.95)  -0.10
H (-3.89, 0.14, 2.48)  0.06
H (-4.04, -0.05, 0.73)  0.06
H (-1.09, 1.88, 0.52)  0.10
H (-0.25, 0.29, 0.21)  0.09
H (-1.49, 1.55, -1.60)  0.04
H (-1.77, -0.23, -1.49)  0.07
H (-2.94, 0.87, -0.99)  0.07
H (-1.90, -0.23, 3.64)  0.11
H (-0.92, 1.18, 3.24)  0.08
H (0.81, -0.12, 2.51)  0.10
H (-1.21, -2.40, 2.39)  0.10
H (0.82, -3.89, 2.37)  0.07
H (1.04, -3.07, 0.88)  0.06
H (1.88, -2.50, 2.29)  0.07
O (0.85, -1.33, -1.68)  -0.06
H (0.08, -1.33, -1.11)  0.02
H (0.54, -0.84, -2.46)  0.00
O (-2.44, -4.14, 0.57)  -0.06
H (-1.60, -4.15, 0.11)  0.03
H (-2.67, -3.23, 0.80)  0.02
O (-0.87, -1.09, -3.97)  -0.06
H (-1.34, -0.25, -3.87)  0.01
H (-0.04, -0.87, -4.41)  0.05
O (0.76, 3.41, -0.96)  -0.05
H (1.25, 4.13, -0.54)  0.06
H (0.91, 2.64, -0.39)  0.01
O (0.59, 2.84, 2.13)  -0.06
H (0.43, 2.25, 2.88)  0.02
H (1.56, 2.79, 2.14)  0.03
O (2.19, 1.27, -2.41)  -0.05
H (1.83, 2.06, -1.99)  0.00
H (2.63, 0.86, -1.65)  0.01
O (3.52, -1.26, -0.17)  -0.06
H (3.67, -2.13, 0.21)  0.06
H (3.10, -1.42, -1.03)  0.04
O (-0.94, 1.74, -3.85)  -0.06
H (-1.05, 2.70, -3.78)  0.06
H (-0.15, 1.63, -3.31)  0.02
O (2.99, 1.14, 1.14)  -0.07
H (2.89, 0.33, 0.60)  -0.01
H (3.92, 1.35, 1.23)  0.05

Computed properties:
total charge: 0
energy relative to the best compared isomer or geometry (same formula, charge and spin): 0.4543 eV
energy: -1001.1057 Eh
E_HOMO: -9.302 eV
SMILES: C=C(CC)C/C=C/C.O.O.O.O.O.O.O.O.O
E_LUMO: 0.138 eV
orbital gap: 9.44 eV

---

Record 2
The following is a DFT calculation (the ωB97M-V functional and the def2-TZVPD basis) of a cluster of 11 separate species, C8H34O10 in total at a distorted geometry.

Last column: Löwdin charge in e.
Cartesian coordinates (Å):
C (-0.04, 1.28, 1.20)  0.07
C (-0.99, 0.61, 0.51)  -0.34
C (-2.25, 0.19, 1.01)  -0.27
C (-2.76, 1.03, 2.16)  -0.11
C (-0.64, 0.17, -0.89)  -0.16
C (-0.13, -1.22, -1.11)  -0.05
C (0.16, -2.09, -0.10)  -0.14
C (0.67, -3.48, -0.23)  -0.10
H (1.02, 1.48, 0.99)  0.04
H (-0.03, 1.58, 2.33)  0.10
H (-3.01, 0.27, 0.22)  0.08
H (-2.21, -0.83, 1.37)  0.12
H (-3.75, 0.54, 2.36)  0.09
H (-2.20, 1.16, 3.14)  0.08
H (-2.95, 2.08, 1.81)  0.08
H (0.18, 0.83, -1.11)  0.10
H (-1.20, 0.43, -1.84)  0.11
H (-0.18, -1.55, -2.03)  0.05
H (0.14, -1.82, 0.81)  0.02
H (1.64, -3.69, -0.74)  0.10
H (0.82, -3.97, 0.72)  0.02
H (-0.10, -4.04, -0.81)  0.08
O (-3.00, -2.81, -0.33)  0.01
H (-2.17, -3.19, -0.32)  -0.02
H (-3.49, -3.41, -0.86)  0.04
O (-2.79, 2.80, -1.40)  -0.11
H (-3.04, 3.80, -1.37)  0.09
H (-3.71, 2.44, -1.60)  0.07
O (2.02, 4.65, 0.79)  -0.02
H (1.93, 3.81, 0.36)  -0.02
H (1.64, 5.28, 0.25)  0.00
O (2.75, 2.51, -1.16)  -0.12
H (2.70, 2.25, -2.10)  0.03
H (3.35, 3.32, -0.97)  0.09
O (-0.77, 1.32, -4.19)  0.10
H (-1.01, 2.04, -3.77)  -0.04
H (-0.73, 0.81, -3.52)  -0.11
O (4.30, 0.97, -3.09)  -0.05
H (4.76, 0.30, -2.57)  0.05
H (3.75, 0.45, -3.68)  0.04
O (-4.63, -0.53, -0.86)  -0.08
H (-4.92, -1.36, -0.52)  0.00
H (-3.71, -0.88, -1.14)  0.06
O (4.09, -1.79, 1.79)  0.09
H (3.86, -2.17, 2.44)  -0.15
H (4.68, -1.11, 2.11)  0.06
O (0.78, -3.88, 2.65)  -0.08
H (1.61, -3.60, 2.24)  0.03
H (0.03, -3.28, 2.39)  0.07
O (3.23, 0.54, 3.28)  -0.12
H (2.96, 0.20, 2.38)  0.03
H (3.35, 1.52, 3.02)  0.09

Computed properties:
total charge: 0
energy relative to the best compared isomer or geometry (same formula, charge and spin): 6.2727 eV
energy: -1077.3498 Eh
E_HOMO: -8.990 eV
SMILES: C=C(CC)C/C=C/C.O.O.O.O.O.O.O.O.O.O
E_LUMO: 0.190 eV
orbital gap: 9.18 eV

---

Record 3
The following is a DFT calculation (the ωB97M-V functional and the def2-TZVPD basis) of a cluster of 9 separate species, C8H34O9 in total at a distorted geometry.

Last column: Löwdin charge in e.
Cartesian coordinates (Å):
C (26.43, -19.93, -1.47)  -0.09
C (26.52, -18.54, -2.18)  -0.28
O (27.59, -18.63, -3.12)  -0.09
H (27.26, -20.15, -0.81)  0.06
H (26.37, -20.81, -2.11)  0.07
H (25.54, -20.00, -0.84)  0.06
H (26.67, -17.68, -1.51)  0.10
H (25.53, -18.32, -2.59)  0.10
H (28.37, -19.01, -2.71)  0.08
C (17.42, -12.62, -2.02)  -0.09
C (17.21, -11.12, -1.81)  -0.31
O (18.00, -10.74, -0.69)  -0.09
H (17.01, -13.16, -1.17)  0.07
H (18.48, -12.81, -2.17)  0.07
H (16.80, -12.97, -2.84)  0.07
H (16.17, -10.86, -1.59)  0.10
H (17.45, -10.63, -2.76)  0.11
H (17.81, -11.22, 0.12)  0.08
C (26.49, -11.56, 1.86)  -0.20
O (25.25, -10.97, 1.86)  -0.11
H (26.32, -12.63, 1.76)  0.07
H (27.16, -11.28, 1.05)  0.07
H (26.96, -11.37, 2.83)  0.08
H (24.68, -11.30, 1.16)  0.08
C (19.47, -13.62, 3.99)  -0.16
O (18.25, -12.99, 3.65)  -0.13
H (20.13, -13.77, 3.13)  0.08
H (19.98, -12.99, 4.71)  0.07
H (19.25, -14.58, 4.46)  0.07
H (17.69, -13.07, 4.42)  0.07
C (20.00, -19.96, -2.95)  -0.22
O (19.50, -18.72, -2.72)  -0.10
H (20.93, -19.81, -3.50)  0.08
H (20.28, -20.51, -2.05)  0.07
H (19.33, -20.62, -3.48)  0.08
H (20.03, -18.15, -2.16)  0.08
C (18.54, -19.65, 2.90)  -0.17
O (18.68, -20.99, 2.44)  -0.12
H (19.43, -19.05, 2.72)  0.07
H (17.69, -19.19, 2.41)  0.08
H (18.36, -19.63, 3.97)  0.07
H (19.57, -21.23, 2.71)  0.07
O (24.00, -17.43, 2.89)  -0.05
H (24.08, -18.11, 3.57)  0.03
H (24.86, -17.01, 2.89)  0.03
O (22.24, -15.70, -0.70)  -0.05
H (22.16, -14.77, -0.53)  0.03
H (22.64, -16.06, 0.09)  0.02
O (22.09, -10.97, -1.48)  -0.05
H (22.21, -10.73, -2.40)  0.03
H (21.17, -10.79, -1.30)  0.02

Computed properties:
total charge: 0
energy relative to the best compared isomer or geometry (same formula, charge and spin): 3.4721 eV
energy: -1002.1993 Eh
E_HOMO: -9.926 eV
SMILES: CCO.CCO.CO.CO.CO.CO.O.O.O
E_LUMO: -0.048 eV
orbital gap: 9.88 eV

---

Record 4
The following is a DFT calculation (the ωB97M-V functional and the def2-TZVPD basis) of a cluster of 9 separate species, C8H36N2O9 in total at a distorted geometry.

Last column: Löwdin charge in e.
Cartesian coordinates (Å):
C (-0.02, -3.98, 2.98)  -0.13
O (-1.15, -3.73, 2.19)  -0.18
C (-0.93, -3.98, 0.81)  -0.20
C (-1.94, -3.11, 0.09)  -0.44
C (-3.38, -3.60, 0.22)  -0.05
N (-1.69, -2.96, -1.35)  0.03
H (0.81, -3.34, 2.67)  0.08
H (0.36, -5.01, 2.90)  0.09
H (-0.25, -3.72, 3.99)  0.08
H (0.08, -3.72, 0.45)  0.12
H (-1.10, -5.07, 0.62)  0.13
H (-1.83, -2.12, 0.53)  0.14
H (-3.47, -4.60, -0.17)  0.08
H (-3.99, -2.92, -0.39)  0.07
H (-3.65, -3.52, 1.27)  0.08
H (-1.86, -3.78, -1.91)  0.08
H (-0.71, -2.67, -1.55)  0.09
C (4.28, 4.08, 1.63)  -0.09
O (3.18, 3.39, 2.19)  -0.19
C (3.32, 2.01, 2.23)  -0.23
C (3.35, 1.33, 0.84)  -0.41
C (2.22, 1.76, 0.00)  -0.07
N (3.28, -0.18, 1.00)  0.02
H (4.22, 5.15, 1.89)  0.10
H (4.26, 3.95, 0.53)  0.09
H (5.16, 3.60, 2.01)  0.08
H (4.18, 1.67, 2.87)  0.14
H (2.39, 1.65, 2.67)  0.13
H (4.29, 1.59, 0.38)  0.12
H (1.29, 1.75, 0.57)  0.08
H (2.11, 1.05, -0.81)  0.07
H (2.41, 2.68, -0.51)  0.08
H (3.58, -0.56, 0.08)  0.09
H (3.92, -0.54, 1.72)  0.08
O (1.29, -1.36, -0.57)  -0.11
H (0.60, -0.70, -0.78)  0.00
H (1.77, -0.96, 0.17)  -0.03
O (-2.92, -0.33, -1.31)  -0.08
H (-2.72, -0.26, -2.29)  0.05
H (-2.67, -1.21, -1.08)  -0.02
O (-1.36, 3.12, -3.42)  -0.05
H (-2.02, 3.77, -3.71)  0.06
H (-0.90, 3.61, -2.74)  0.02
O (-0.93, 3.71, -0.30)  -0.02
H (-0.81, 4.14, 0.54)  0.05
H (-1.76, 3.29, -0.33)  -0.02
O (-0.51, 0.75, -0.45)  -0.09
H (-1.37, 0.40, -0.80)  0.02
H (-0.42, 1.67, -0.73)  0.01
O (-3.68, 2.37, -1.06)  -0.08
H (-4.43, 2.73, -0.56)  0.05
H (-3.62, 1.39, -0.89)  0.03
O (-1.99, 0.11, -3.92)  -0.05
H (-2.69, 0.19, -4.58)  0.07
H (-1.59, 0.99, -3.83)  0.03

Computed properties:
total charge: 0
energy relative to the best compared isomer or geometry (same formula, charge and spin): 0.1066 eV
energy: -1113.0495 Eh
E_HOMO: -9.197 eV
SMILES: COC[C@H](C)N.COC[C@H](C)N.O.O.O.O.O.O.O
E_LUMO: 0.484 eV
orbital gap: 9.68 eV